(1)
{
  "formula": "C29H34N7O7S3Yb",
  "method": "ωB97M-V/def2-TZVPD",
  "elements": ["Yb", "N", "C", "S", "N", "N", "C", "C", "C", "C", "C", "C", "N", "H", "H", "H", "H", "H", "H", "H", "C", "C", "C", "C", "C", "C", "C", "S", "O", "O", "N", "C", "C", "C", "O", "O", "H", "H", "H", "H", "H", "H", "H", "H", "H", "H", "H", "H", "C", "C", "C", "N", "C", "S", "N", "C", "O", "C", "C", "C", "C", "C", "C", "H", "H", "H", "H", "H", "H", "H", "H", "H", "H", "H", "H", "H", "H", "O", "C", "O", "H"],
  "positions_angstrom": [[-1.40, 0.66, 1.15], [-1.69, -2.63, 4.62], [-1.46, -1.61, 3.75], [-2.79, -0.71, 3.17], [-0.15, -1.43, 3.52], [0.15, -0.58, 2.54], [1.40, -0.20, 2.50], [1.83, 0.74, 1.49], [3.12, 1.26, 1.50], [3.48, 2.19, 0.55], [2.54, 2.58, -0.41], [1.28, 2.01, -0.36], [0.92, 1.11, 0.56], [-2.60, -2.68, 5.04], [-0.90, -2.98, 5.14], [2.10, -0.52, 3.26], [3.83, 0.93, 2.25], [4.48, 2.61, 0.54], [2.77, 3.31, -1.17], [0.53, 2.25, -1.09], [-3.28, 3.70, -5.46], [-3.58, 3.35, -4.02], [-2.62, 3.54, -3.03], [-2.88, 3.22, -1.71], [-4.13, 2.71, -1.38], [-5.11, 2.52, -2.35], [-4.83, 2.84, -3.66], [-4.57, 2.22, 0.24], [-5.88, 1.64, 0.20], [-3.54, 1.40, 0.86], [-4.76, 3.62, 1.06], [-3.66, 4.45, 1.61], [-2.82, 3.79, 2.70], [-1.72, 2.92, 2.16], [-1.26, 2.00, 2.90], [-1.31, 3.05, 0.97], [-2.21, 3.82, -5.62], [-3.77, 4.64, -5.73], [-3.65, 2.93, -6.13], [-1.65, 3.93, -3.30], [-2.13, 3.35, -0.95], [-6.08, 2.12, -2.07], [-5.58, 2.69, -4.43], [-5.53, 3.47, 1.70], [-4.15, 5.34, 1.99], [-3.02, 4.76, 0.78], [-3.44, 3.18, 3.35], [-2.34, 4.56, 3.32], [1.09, -3.86, 2.16], [0.19, -3.53, 0.98], [0.89, -3.64, -0.37], [2.01, -2.71, -0.48], [2.07, -1.64, -1.25], [0.88, -1.04, -2.24], [3.27, -0.91, -1.13], [4.58, -1.29, -0.88], [5.41, -0.45, -0.63], [4.95, -2.74, -0.98], [5.83, -3.26, -0.04], [6.23, -4.58, -0.12], [5.76, -5.38, -1.15], [4.90, -4.86, -2.11], [4.48, -3.54, -2.02], [0.53, -3.82, 3.10], [1.91, -3.14, 2.26], [1.52, -4.87, 2.07], [-0.21, -2.52, 1.08], [-0.67, -4.21, 0.96], [0.20, -3.40, -1.18], [1.27, -4.65, -0.52], [2.77, -2.86, 0.17], [3.17, 0.08, -1.34], [6.21, -2.61, 0.74], [6.92, -4.99, 0.61], [6.08, -6.42, -1.22], [4.54, -5.48, -2.92], [3.81, -3.12, -2.76], [-1.82, -1.27, 0.21], [-2.14, -0.67, -0.87], [-1.81, 0.53, -1.08], [-2.72, -1.21, -1.61]],
  "mulliken_charge": [0.602, -0.420, 0.658, -0.536, -1.744, 1.467, -1.212, 1.266, -0.938, -0.421, -1.013, -0.327, 0.478, 0.234, 0.255, 0.293, 0.521, 0.410, 0.480, 0.516, -1.552, 0.970, -1.256, 0.260, 0.027, -0.537, -0.740, 1.314, -0.795, -0.235, -0.332, -0.775, -0.446, 0.750, -0.602, -0.596, 0.356, 0.320, 0.385, 0.320, 0.417, 0.523, 0.395, 0.350, 0.424, 0.229, 0.241, 0.415, -1.225, 1.084, -1.402, 0.464, -0.182, -0.377, 0.256, 0.211, -0.620, 0.039, -0.370, -0.590, -0.406, -0.732, 0.178, 0.255, 0.220, 0.388, -0.711, 0.428, 0.423, 0.378, 0.215, 0.146, 0.437, 0.399, 0.397, 0.414, 0.412, -0.354, -0.220, -0.277, 0.327],
  "e_above_lowest_ev": 0.1544,
  "s_squared": 0.75,
  "orbital_gap_ha": 0.2600,
  "spin_multiplicity": 2,
  "charge": 0
}


(2)
{
  "formula": "C40H36F6O3",
  "method": "ωB97M-V/def2-TZVPD",
  "elements": ["C", "C", "C", "O", "C", "O", "O", "H", "H", "H", "H", "H", "H", "F", "C", "C", "C", "C", "C", "C", "H", "H", "H", "H", "H", "F", "C", "C", "C", "C", "C", "C", "H", "H", "H", "H", "H", "F", "C", "C", "C", "C", "C", "C", "H", "H", "H", "H", "H", "F", "C", "C", "C", "C", "C", "C", "H", "H", "H", "H", "H", "F", "C", "C", "C", "C", "C", "C", "H", "H", "H", "H", "H", "F", "C", "C", "C", "C", "C", "C", "H", "H", "H", "H", "H"],
  "positions_angstrom": [[30.51, -3.51, 8.39], [31.83, -3.67, 9.14], [31.82, -3.40, 10.59], [32.53, -4.55, 11.15], [32.79, -5.44, 10.17], [33.52, -6.40, 10.23], [32.25, -5.02, 9.01], [30.20, -2.46, 8.41], [29.65, -4.07, 8.77], [30.56, -3.70, 7.32], [32.61, -3.08, 8.64], [30.83, -3.21, 11.00], [32.42, -2.52, 10.80], [24.14, -0.94, -0.29], [24.39, -0.04, 0.69], [25.72, 0.32, 0.97], [26.05, 1.03, 2.03], [25.06, 1.39, 2.95], [23.75, 1.02, 2.73], [23.37, 0.36, 1.59], [26.57, 0.19, 0.32], [27.08, 1.24, 2.29], [25.29, 1.82, 3.91], [22.91, 1.31, 3.34], [22.31, 0.18, 1.44], [21.31, 3.76, 17.76], [21.17, 2.88, 18.77], [21.34, 3.32, 20.07], [21.28, 2.33, 21.05], [21.04, 0.99, 20.75], [20.74, 0.63, 19.45], [20.81, 1.55, 18.46], [21.52, 4.34, 20.36], [21.56, 2.57, 22.06], [20.97, 0.20, 21.49], [20.52, -0.42, 19.34], [20.70, 1.28, 17.42], [15.79, 4.22, 6.71], [16.19, 5.13, 5.78], [15.45, 6.26, 5.47], [15.85, 7.09, 4.46], [17.09, 6.89, 3.79], [17.89, 5.86, 4.09], [17.43, 4.97, 5.06], [14.54, 6.45, 6.02], [15.22, 7.94, 4.22], [17.39, 7.66, 3.09], [18.86, 5.73, 3.63], [17.99, 4.09, 5.32], [28.30, -4.47, 16.90], [27.65, -3.83, 17.88], [27.38, -4.50, 19.03], [26.70, -3.86, 20.08], [26.29, -2.52, 19.97], [26.53, -1.83, 18.77], [27.27, -2.48, 17.78], [27.64, -5.53, 19.22], [26.52, -4.44, 20.97], [25.78, -1.95, 20.73], [26.35, -0.77, 18.74], [27.41, -1.99, 16.83], [26.02, -0.04, 11.04], [24.72, 0.42, 10.91], [24.12, 1.20, 11.89], [22.80, 1.62, 11.70], [22.10, 1.20, 10.58], [22.62, 0.25, 9.74], [23.96, -0.10, 9.84], [24.67, 1.50, 12.78], [22.32, 2.32, 12.36], [21.13, 1.62, 10.41], [22.00, -0.13, 8.93], [24.49, -0.74, 9.15], [22.08, 9.88, 10.57], [20.74, 9.42, 10.62], [20.42, 8.22, 11.28], [19.09, 7.88, 11.41], [18.12, 8.73, 10.91], [18.46, 9.82, 10.14], [19.74, 10.21, 10.01], [21.25, 7.83, 11.84], [18.73, 7.09, 12.05], [17.10, 8.39, 11.04], [17.70, 10.44, 9.69], [19.91, 11.08, 9.39]],
  "mulliken_charge": [-1.473, 0.531, -0.338, -0.331, 0.662, -0.552, -0.354, 0.402, 0.350, 0.359, 0.203, 0.286, 0.256, -0.282, 0.292, -0.253, -0.360, -0.385, -0.361, -0.378, 0.327, 0.350, 0.341, 0.327, 0.382, -0.308, 0.544, -0.516, -0.232, -0.602, -0.237, -0.502, 0.413, 0.324, 0.377, 0.345, 0.395, -0.290, 0.074, -0.189, -0.498, -0.196, -0.535, -0.179, 0.390, 0.352, 0.336, 0.386, 0.349, -0.286, 0.269, -0.233, -0.392, -0.367, -0.444, -0.329, 0.368, 0.331, 0.366, 0.356, 0.361, -0.291, 0.299, -0.371, -0.370, -0.387, -0.455, -0.281, 0.387, 0.369, 0.354, 0.353, 0.393, -0.303, 0.460, -0.428, -0.305, -0.503, -0.306, -0.375, 0.358, 0.348, 0.344, 0.347, 0.361],
  "smiles": "C[C@H]1COC(=O)O1.Fc1ccccc1.Fc1ccccc1.Fc1ccccc1.Fc1ccccc1.Fc1ccccc1.Fc1ccccc1",
  "orbital_gap_ha": 0.3532,
  "charge": 0
}


(3)
{
  "formula": "C15H52O15",
  "method": "ωB97M-V/def2-TZVPD",
  "elements": ["C", "O", "H", "H", "H", "H", "C", "O", "H", "H", "H", "H", "C", "O", "H", "H", "H", "H", "C", "O", "H", "H", "H", "H", "C", "O", "H", "H", "H", "H", "C", "O", "H", "H", "H", "H", "C", "O", "H", "H", "H", "H", "C", "C", "O", "O", "H", "H", "H", "H", "H", "H", "C", "C", "O", "O", "H", "H", "H", "H", "H", "H", "C", "C", "O", "O", "H", "H", "H", "H", "H", "H", "C", "C", "O", "O", "H", "H", "H", "H", "H", "H"],
  "positions_angstrom": [[0.07, -0.34, 0.03], [-1.16, 0.28, 0.34], [0.50, 0.03, -0.91], [0.78, -0.25, 0.85], [-0.03, -1.41, -0.11], [-1.52, -0.03, 1.17], [1.83, -2.08, -2.78], [2.16, -3.38, -2.43], [2.03, -1.98, -3.84], [0.83, -1.92, -2.37], [2.46, -1.34, -2.28], [1.42, -3.69, -1.91], [-3.25, -1.27, -2.27], [-3.05, -1.89, -1.08], [-3.26, -0.19, -2.16], [-2.53, -1.66, -3.00], [-4.27, -1.37, -2.65], [-2.79, -1.15, -0.53], [-1.38, 2.60, 4.00], [-0.81, 1.49, 3.40], [-1.20, 3.52, 3.45], [-2.47, 2.56, 4.03], [-1.07, 2.62, 5.04], [-1.48, 0.83, 3.19], [2.20, -1.52, 3.14], [3.17, -0.57, 3.50], [1.14, -1.36, 3.33], [2.42, -1.72, 2.09], [2.47, -2.41, 3.71], [2.88, 0.28, 3.14], [-2.92, 2.35, -1.40], [-3.92, 3.35, -1.15], [-1.97, 2.66, -0.97], [-3.31, 1.56, -0.76], [-2.73, 2.03, -2.42], [-3.53, 4.14, -0.76], [1.07, 3.64, -0.47], [0.31, 4.77, 0.08], [1.92, 3.91, -1.09], [1.66, 3.15, 0.31], [0.44, 2.89, -0.95], [0.41, 5.45, -0.59], [4.54, 1.42, -0.97], [3.80, 2.03, -2.22], [2.48, 1.43, -2.40], [4.02, 1.79, 0.41], [5.59, 1.72, -0.99], [4.45, 0.35, -1.15], [4.26, 1.63, -3.13], [3.96, 3.11, -2.23], [1.98, 1.96, -3.02], [3.13, 1.43, 0.44], [-0.04, 1.75, -3.93], [0.64, 1.00, -5.13], [0.37, 1.59, -6.37], [0.60, 2.89, -3.57], [0.06, 1.22, -2.99], [-1.07, 2.06, -4.12], [0.39, -0.06, -5.10], [1.71, 1.12, -4.95], [0.82, 2.44, -6.32], [0.13, 3.64, -3.95], [1.26, -4.43, 1.09], [-0.05, -4.04, 1.84], [-0.57, -5.26, 2.27], [0.79, -4.55, -0.24], [1.71, -5.36, 1.46], [2.02, -3.66, 0.96], [-0.72, -3.40, 1.26], [0.31, -3.58, 2.76], [-1.16, -5.08, 3.01], [0.49, -5.44, -0.42], [-2.71, -1.03, 4.90], [-2.56, -1.72, 3.55], [-2.63, -0.76, 2.45], [-4.06, -0.59, 4.99], [-1.90, -0.29, 4.92], [-2.48, -1.71, 5.72], [-3.32, -2.51, 3.56], [-1.65, -2.31, 3.54], [-3.53, -0.41, 2.46], [-4.59, -0.99, 5.68]],
  "mulliken_charge": [0.384, 0.108, -0.235, -0.031, -0.044, -0.168, 0.083, -0.577, 0.288, -0.118, -0.008, 0.324, -0.180, -0.480, -0.156, 0.228, 0.327, 0.263, -0.798, -0.334, 0.268, 0.307, 0.287, 0.266, -0.461, -0.584, 0.151, 0.234, 0.356, 0.318, 0.201, -0.638, -0.015, -0.013, 0.061, 0.340, -0.232, -0.545, 0.380, 0.104, -0.039, 0.329, -0.537, -0.408, -0.030, -0.509, 0.408, 0.260, 0.332, 0.371, 0.076, 0.182, 0.061, -0.461, -0.581, -0.680, -0.223, 0.471, 0.363, 0.249, 0.339, 0.367, -0.570, 0.227, -0.580, -0.509, 0.443, 0.159, 0.186, 0.072, 0.334, 0.257, -0.529, -0.154, -0.359, -0.519, 0.250, 0.404, 0.319, 0.057, 0.202, 0.311],
  "e_above_lowest_ev": 4.4689,
  "smiles": "OCCO.OCCO.OCCO.OCCO.CO.CO.CO.CO.CO.CO.CO",
  "orbital_gap_ha": 0.3563,
  "charge": 0
}


(4)
{
  "formula": "C2HClNO2P",
  "method": "ωB97M-V/def2-TZVPD",
  "elements": ["C", "C", "N", "O", "O", "P", "Cl", "H"],
  "positions_angstrom": [[2.20, 0.36, -0.16], [1.11, 0.15, 0.59], [3.15, 0.56, -0.79], [0.29, -0.06, 1.39], [-0.65, 0.49, -0.99], [-1.50, 0.00, 0.11], [-1.79, -1.98, -0.08], [-2.80, 0.49, -0.07]],
  "mulliken_charge": [0.144, 0.642, -0.310, -0.291, -0.521, 0.441, -0.207, 0.101],
  "e_above_lowest_ev": 3.6452,
  "orbital_gap_ha": [0.2356, 0.2355],
  "charge": 0
}


Respective maximum force values: 0.0329, 0.0743, 0.0740, 0.0341 hartree/bohr.